# 1
{"formula": "C5H10N2", "method": "ωB97M-V/def2-TZVPD", "total_energy_ha": -305.8370, "fmax_ev_per_a": 0.91, "relative_energy_kj_mol": 490.69, "elements": ["C", "C", "C", "C", "C", "N", "N", "H", "H", "H", "H", "H", "H", "H", "H", "H", "H"], "coordinates": [[-0.146, 1.881, 0.347], [-2.268, -0.925, -0.032], [2.269, -0.819, 0.107], [0.474, 0.820, -0.537], [0.828, -0.456, -0.037], [-1.156, 1.063, -0.243], [-1.548, 0.133, 0.637], [-0.023, 1.778, 1.423], [-0.103, 2.879, -0.077], [1.013, 1.223, -1.394], [0.135, -1.275, -0.067], [-2.319, -1.784, 0.638], [-1.834, -1.219, -1.001], [-3.296, -0.592, -0.212], [2.631, -0.599, 1.116], [2.450, -1.877, -0.091], [2.893, -0.231, -0.576]], "forces_ev_per_angstrom": [[-0.3, -0.2, -0.1], [0.0, -0.1, -0.1], [0.1, 0.0, -0.3], [-0.4, 0.6, 0.5], [0.5, -0.6, -0.2], [0.3, -0.3, 0.2], [0.1, 0.5, -0.3], [0.0, 0.1, -0.1], [0.1, 0.0, 0.1], [-0.1, -0.1, -0.1], [-0.3, 0.1, 0.4], [0.0, 0.0, -0.1], [0.0, 0.1, 0.1], [0.0, 0.0, -0.1], [0.0, 0.0, 0.0], [0.0, 0.0, 0.1], [0.0, 0.0, 0.0]], "lowdin_charge": [-0.143, -0.160, -0.096, -0.174, -0.113, -0.094, -0.082, 0.113, 0.108, 0.124, 0.070, 0.070, 0.074, 0.075, 0.080, 0.070, 0.077]}



# 2
{"formula": "C5H10N2", "method": "ωB97M-V/def2-TZVPD", "total_energy_ha": -305.8657, "fmax_ev_per_a": 4.27, "smiles": "[H]/N=C/C.C#N.C=C", "relative_energy_kj_mol": 415.25, "elements": ["H", "N", "C", "C", "H", "H", "H", "H", "C", "N", "H", "C", "C", "H", "H", "H", "H"], "coordinates": [[1.140, 1.737, 1.478], [1.336, 0.805, 1.124], [0.311, -0.003, 1.137], [0.622, -1.445, 1.459], [-0.648, 0.325, 1.568], [1.572, -1.732, 1.015], [0.655, -1.586, 2.540], [-0.168, -2.085, 1.066], [0.545, 2.369, -1.533], [1.259, 2.660, -0.665], [0.247, 2.381, -2.557], [-0.545, -0.284, -0.975], [-1.726, -0.902, -1.054], [0.322, -0.709, -1.465], [-0.482, 0.861, -1.068], [-1.822, -1.892, -1.477], [-2.618, -0.500, -0.594]], "forces_ev_per_angstrom": [[-0.4, 0.1, -0.7], [-1.0, -1.6, 0.4], [2.2, 1.4, 3.4], [-0.5, -0.4, -1.4], [0.0, 0.1, -0.6], [0.1, 0.0, 0.1], [0.1, 0.3, 0.0], [0.0, -0.2, 0.0], [2.2, 1.5, 0.4], [-1.2, -0.2, -1.0], [-0.6, -0.4, 0.0], [-0.6, 1.9, -2.9], [0.3, -0.2, 0.6], [0.1, -0.3, 0.2], [-0.4, -2.0, 1.4], [0.1, -0.3, 0.3], [-0.2, 0.3, -0.3]], "lowdin_charge": [0.027, 0.056, -0.382, -0.103, 0.114, 0.076, 0.077, 0.055, -0.094, 0.093, 0.078, -0.168, -0.039, 0.081, 0.023, 0.053, 0.055]}



# 3
{"formula": "C5H10N2", "method": "ωB97M-V/def2-TZVPD", "total_energy_ha": -305.1267, "fmax_ev_per_a": 5.72, "charge": 2, "relative_energy_kj_mol": 477.29, "elements": ["C", "C", "C", "C", "C", "N", "N", "H", "H", "H", "H", "H", "H", "H", "H", "H", "H"], "coordinates": [[-0.817, 2.457, -0.303], [0.909, -0.215, -0.227], [-1.293, 0.205, 0.515], [-0.252, -2.031, 0.631], [2.209, -0.284, -0.646], [-1.614, 1.564, 0.200], [-0.264, -0.536, 0.179], [-0.025, 1.877, -0.872], [-1.107, 3.509, -0.284], [-2.227, -0.304, 0.902], [-0.890, -2.012, 1.531], [-0.870, -2.679, -0.168], [0.762, -2.366, 0.672], [2.939, 0.169, 0.060], [2.539, -1.303, -1.091], [2.484, 0.166, -1.628], [-2.483, 1.783, 0.526]], "forces_ev_per_angstrom": [[0.5, -1.8, -1.4], [-1.8, 2.5, 0.0], [-5.3, 2.0, 0.4], [-4.0, -1.1, -1.8], [2.8, -2.0, -2.0], [3.9, -2.7, 0.0], [3.8, -2.5, -0.4], [-0.2, 2.1, 0.7], [0.4, -0.2, -0.3], [1.5, 0.4, -0.4], [1.0, -0.4, 0.0], [1.6, 1.6, 1.6], [0.4, -0.1, 0.5], [-0.4, -0.4, -0.1], [-0.3, 0.6, 1.4], [-0.8, 0.8, 0.3], [-3.0, 1.1, 1.4]], "lowdin_charge": [0.250, 0.060, 0.026, 0.110, 0.002, 0.114, -0.063, 0.133, 0.152, 0.199, 0.116, 0.178, 0.098, 0.155, 0.170, 0.157, 0.142]}



Repeat the first record exactly.
{"formula": "C5H10N2", "method": "ωB97M-V/def2-TZVPD", "total_energy_ha": -305.8370, "fmax_ev_per_a": 0.91, "relative_energy_kj_mol": 490.69, "elements": ["C", "C", "C", "C", "C", "N", "N", "H", "H", "H", "H", "H", "H", "H", "H", "H", "H"], "coordinates": [[-0.146, 1.881, 0.347], [-2.268, -0.925, -0.032], [2.269, -0.819, 0.107], [0.474, 0.820, -0.537], [0.828, -0.456, -0.037], [-1.156, 1.063, -0.243], [-1.548, 0.133, 0.637], [-0.023, 1.778, 1.423], [-0.103, 2.879, -0.077], [1.013, 1.223, -1.394], [0.135, -1.275, -0.067], [-2.319, -1.784, 0.638], [-1.834, -1.219, -1.001], [-3.296, -0.592, -0.212], [2.631, -0.599, 1.116], [2.450, -1.877, -0.091], [2.893, -0.231, -0.576]], "forces_ev_per_angstrom": [[-0.3, -0.2, -0.1], [0.0, -0.1, -0.1], [0.1, 0.0, -0.3], [-0.4, 0.6, 0.5], [0.5, -0.6, -0.2], [0.3, -0.3, 0.2], [0.1, 0.5, -0.3], [0.0, 0.1, -0.1], [0.1, 0.0, 0.1], [-0.1, -0.1, -0.1], [-0.3, 0.1, 0.4], [0.0, 0.0, -0.1], [0.0, 0.1, 0.1], [0.0, 0.0, -0.1], [0.0, 0.0, 0.0], [0.0, 0.0, 0.1], [0.0, 0.0, 0.0]], "lowdin_charge": [-0.143, -0.160, -0.096, -0.174, -0.113, -0.094, -0.082, 0.113, 0.108, 0.124, 0.070, 0.070, 0.074, 0.075, 0.080, 0.070, 0.077]}